{"formula": "C51H38N2O7P2RuSSi", "method": "ωB97M-V/def2-TZVPD", "lumo_ev": [2.40, 1.13], "largest_force_ev_per_a": 3.89, "homo_lumo_gap_ev": [6.572, 7.046], "multiplicity": 6, "total_charge": -1, "homo_energy_ev": [-4.17, -5.92], "s_squared": 8.76, "symbols": ["Ru", "C", "Si", "C", "C", "C", "C", "C", "C", "P", "C", "C", "C", "C", "C", "C", "C", "C", "C", "C", "C", "C", "C", "C", "C", "C", "C", "C", "P", "C", "C", "C", "C", "C", "C", "C", "C", "C", "C", "C", "C", "H", "H", "H", "H", "H", "H", "H", "H", "H", "H", "H", "H", "H", "H", "H", "H", "H", "H", "H", "H", "H", "H", "H", "H", "H", "H", "H", "H", "H", "H", "H", "O", "C", "O", "C", "C", "C", "C", "C", "N", "C", "O", "O", "H", "H", "H", "O", "C", "N", "S", "O", "O", "C", "C", "C", "C", "C", "C", "H", "H", "H", "H"], "coordinates": [[-0.57064, -0.04409, -1.29969], [-1.58229, -3.47431, -0.26790], [-0.84601, -1.92496, 0.47740], [0.98327, -2.46346, 0.79290], [1.16572, -3.70937, 1.37146], [2.44087, -4.02876, 1.87720], [3.53960, -3.30980, 1.53850], [3.38205, -2.08564, 0.96080], [2.13156, -1.62488, 0.57573], [1.85754, 0.08468, 0.06754], [3.25674, 0.32465, -1.11517], [3.72671, -0.78869, -1.80234], [4.94220, -0.79236, -2.49293], [5.69430, 0.34477, -2.59645], [5.20969, 1.52040, -2.00954], [4.03283, 1.50813, -1.24973], [2.39646, 1.06716, 1.46655], [2.00566, 2.45113, 1.43873], [2.29016, 3.19692, 2.56038], [2.78642, 2.62648, 3.72326], [3.20183, 1.32693, 3.75640], [2.94619, 0.56149, 2.60148], [-1.78550, -1.93392, 2.09664], [-2.30964, -3.11784, 2.46923], [-3.20966, -3.27894, 3.50639], [-3.47384, -2.15497, 4.28489], [-2.92481, -0.92549, 3.90469], [-2.09655, -0.72772, 2.78406], [-1.54464, 0.91427, 2.08380], [-1.53169, 1.84971, 3.69228], [-0.31161, 1.81047, 4.35748], [-0.13184, 2.60617, 5.48138], [-1.17876, 3.39879, 5.95311], [-2.40612, 3.44386, 5.27784], [-2.56760, 2.67913, 4.14358], [-3.01892, 1.45671, 1.18414], [-4.02989, 0.57866, 0.74192], [-5.17381, 1.00943, 0.06663], [-5.22234, 2.31111, -0.35907], [-4.18570, 3.18076, -0.02598], [-3.13154, 2.83093, 0.78070], [-1.30849, -4.43892, 0.29709], [-1.34377, -3.62935, -1.37793], [-2.69846, -3.38037, -0.20428], [0.31692, -4.34396, 1.67601], [2.53891, -4.93828, 2.50350], [4.59388, -3.53176, 2.01915], [4.32932, -1.45327, 0.73089], [3.12189, -1.67465, -1.74613], [5.26798, -1.69340, -2.95046], [6.66208, 0.36318, -3.09973], [5.82024, 2.43406, -2.11649], [3.77940, 2.43037, -0.66400], [1.49189, 2.97455, 0.53408], [1.98478, 4.22731, 2.52107], [2.83426, 3.23436, 4.56335], [3.42799, 0.88830, 4.73978], [3.05465, -0.55932, 2.65723], [-2.07395, -3.90875, 1.84603], [-3.74263, -4.21529, 3.70787], [-4.12182, -2.28057, 5.22830], [-3.09510, -0.12296, 4.55363], [0.46592, 1.21827, 3.87170], [0.76649, 2.63182, 5.99712], [-0.97114, 4.04080, 6.83139], [-3.18132, 4.06735, 5.66330], [-3.46657, 2.76610, 3.57322], [-4.00934, -0.49078, 0.99819], [-5.91694, 0.27646, -0.19480], [-6.03469, 2.67325, -0.94381], [-4.16328, 4.08100, -0.52996], [-2.35946, 3.53927, 0.99709], [-0.04625, 4.29409, -1.69333], [-0.62454, 3.18516, -1.59404], [-0.08830, 2.19051, -1.01788], [-1.91279, 2.78979, -2.24045], [-2.79719, 3.72919, -2.84323], [-3.86327, 3.19784, -3.55459], [-4.17845, 1.79932, -3.50487], [-3.27763, 0.99639, -2.77723], [-2.19194, 1.47119, -2.18394], [-3.48499, -0.51351, -2.70595], [-4.54559, -0.97700, -3.23567], [-2.49069, -1.16969, -2.20384], [-2.58870, 4.77890, -2.73597], [-4.53927, 3.81281, -4.11513], [-5.13595, 1.44026, -3.85571], [0.61643, 0.16047, -3.49331], [0.98341, -1.00493, -3.56298], [0.65698, -1.93416, -2.62816], [0.81707, -3.42688, -3.07913], [-0.42815, -3.90785, -3.67095], [1.44758, -4.16624, -2.02291], [1.90844, -3.01649, -4.38970], [2.89985, -3.81899, -5.01015], [3.73057, -3.21429, -5.89837], [3.57944, -1.83533, -6.20136], [2.57953, -1.10690, -5.67671], [1.82482, -1.65672, -4.62190], [2.95518, -4.89335, -4.77923], [4.56170, -3.59818, -6.44168], [4.40646, -1.43758, -6.80740], [2.50022, -0.05022, -5.93495]], "forces_ev_per_angstrom": [[-1.009, 0.903, -0.810], [-0.531, -1.528, -1.498], [0.958, -0.806, -0.840], [0.201, 1.140, -0.238], [0.787, 0.142, 1.446], [-1.510, -2.316, 0.025], [3.185, 0.066, 2.234], [1.905, 1.835, -1.720], [-1.136, -0.944, 0.717], [0.128, -0.516, -1.356], [1.262, 0.738, -0.049], [0.003, 0.096, -0.156], [-0.931, -0.067, 0.188], [0.150, 1.071, 0.163], [0.103, 0.116, 0.167], [-0.178, 0.514, 0.691], [-1.354, 2.144, -0.613], [0.194, 0.051, -1.225], [-0.700, 0.167, -0.632], [0.495, 0.126, -1.144], [-1.054, -0.626, 0.033], [0.612, -2.383, 1.509], [0.908, 3.368, -0.328], [-1.270, -0.745, 1.119], [-0.397, 0.407, 0.669], [-0.610, -0.472, 0.845], [0.498, -0.251, -0.170], [-0.734, -1.571, 0.130], [0.197, -0.990, 0.964], [-0.365, 0.451, -0.832], [-0.290, 0.166, -0.376], [-1.819, -0.100, -0.571], [0.251, 0.338, 0.187], [1.195, -0.274, 0.611], [0.530, -0.312, -0.160], [-1.222, 0.942, -0.505], [0.066, -0.449, 0.947], [0.930, -0.237, 0.014], [0.387, 0.131, 0.486], [-0.303, -1.200, 0.317], [-0.071, -2.170, 0.092], [-0.185, 1.368, -1.022], [-0.308, 0.237, 1.656], [0.845, -0.094, -0.191], [0.479, 0.361, -0.423], [0.010, 0.569, -0.509], [-2.224, 0.094, -1.237], [-1.810, -1.044, 0.522], [0.114, -0.488, -0.081], [0.209, -0.729, -0.331], [-0.308, -0.107, 0.028], [-0.564, -0.446, 0.249], [0.053, -0.960, -0.757], [0.933, -1.389, 1.567], [0.014, 0.346, 0.321], [0.237, 0.964, 1.562], [0.311, -0.053, -0.767], [0.191, 1.432, 0.032], [0.147, -1.702, -0.604], [0.520, 0.228, -0.096], [1.027, 0.548, -1.643], [-0.446, 1.327, 0.769], [0.089, 0.155, 0.537], [1.705, -0.059, 0.798], [-0.385, -0.456, -0.569], [-0.498, 0.346, 0.023], [-0.514, -0.115, -0.275], [0.305, 0.539, -0.013], [-0.229, -0.034, -0.091], [-0.482, 0.180, -0.459], [-0.090, 2.120, -0.515], [0.404, 0.278, 0.166], [-1.938, -1.086, -0.048], [2.164, 0.873, -0.125], [0.613, -1.084, 0.875], [-1.701, 0.725, -0.467], [0.951, -1.898, 0.007], [-0.667, -1.630, 0.394], [1.478, 1.868, 1.123], [-1.212, -0.125, -0.671], [0.400, 0.964, -0.530], [-0.996, -1.482, -1.073], [2.438, 1.062, 1.559], [-0.722, 0.785, -0.076], [0.152, 0.167, -0.264], [-0.210, 0.490, -0.072], [0.381, -0.340, -0.299], [0.062, 0.745, 0.383], [-0.494, -1.978, 0.166], [-0.766, 3.022, 0.812], [-1.352, -0.805, -0.454], [1.376, -0.162, 0.579], [0.159, -0.550, -0.236], [1.734, -0.377, -0.669], [-1.439, -0.840, 0.679], [0.204, 2.075, -0.576], [1.546, -1.781, -0.685], [-0.772, 1.833, 1.409], [0.211, -0.275, -1.037], [0.027, 0.601, -0.057], [0.383, -1.233, 0.134], [-0.890, 0.250, -0.041], [-0.132, -0.184, 0.280]], "lowdin_spin": [3.82, 0.03, 0.22, 0.03, 0.01, 0.00, 0.00, 0.00, 0.00, 0.11, 0.01, 0.01, 0.00, 0.01, 0.00, 0.01, 0.02, 0.01, 0.00, 0.00, 0.00, 0.01, 0.04, 0.01, 0.00, 0.00, 0.00, 0.01, 0.05, 0.01, 0.00, 0.00, 0.00, 0.00, 0.00, 0.01, 0.00, 0.00, 0.00, 0.00, 0.00, 0.01, 0.00, 0.00, 0.00, 0.00, 0.00, 0.00, 0.00, 0.00, 0.00, 0.00, 0.00, 0.00, 0.00, 0.00, 0.00, 0.00, 0.00, 0.00, 0.00, 0.00, 0.00, 0.00, 0.00, 0.00, 0.00, 0.00, 0.00, 0.00, 0.00, 0.00, 0.02, 0.01, 0.11, 0.01, 0.00, 0.00, 0.00, 0.01, 0.08, 0.01, 0.02, 0.13, 0.00, 0.00, 0.00, 0.06, 0.01, 0.07, 0.01, 0.00, 0.00, 0.00, 0.00, 0.00, 0.00, 0.00, 0.00, 0.00, 0.00, 0.00, 0.00]}